Record 1
# C23H35F2NO6S2

6 unconnected molecules or ions with the total composition C23H35F2NO6S2 (ωB97M-V/def2-TZVPD, the OMol25 dataset).

Results
LUMO = 0.25 eV
multiplicity = 1
highest occupied orbital energy = -0.3260 hartree

Geometry as XYZ:
```
69
Properties=species:S:1:pos:R:3:nbo_charge:R:1
C -3.41981 0.99343 -1.93352 -0.7281
C -3.79081 1.51143 -0.53852 0.7391
O -4.63781 2.36843 -0.38952 -0.5035
N -3.11981 0.69343 0.71648 -0.6341
H -3.62781 -0.04557 1.15448 0.4310
H -2.17681 0.26943 0.44748 0.4938
C -3.19181 1.59243 1.92248 -0.4446
H -2.56081 1.92943 -2.21352 0.2886
H -4.47681 0.89543 -2.36052 0.2589
H -2.94781 0.04143 -1.90952 0.2528
H -4.13781 1.86043 2.32748 0.2300
H -2.42381 2.40643 1.89148 0.2222
H -2.82281 0.79243 2.67348 0.2411
O -0.93681 -0.25257 -0.01452 -1.2682
H -0.37481 -1.00957 0.01048 0.4460
F -0.45781 0.51243 -4.66252 -0.3206
C 0.44819 -0.44557 -4.38852 0.3991
C 0.72019 -0.79357 -2.98252 -0.2839
C 1.72319 -1.73157 -2.80852 -0.2470
C 2.51719 -2.19657 -3.84252 -0.2000
C 2.32019 -1.90357 -5.17452 -0.2106
C 1.29419 -0.97157 -5.40852 -0.2835
H -0.07581 -0.50757 -2.19652 0.2757
H 2.20719 -2.11257 -1.95952 0.2160
H 3.33119 -2.90757 -3.51652 0.2032
H 2.88219 -2.20757 -6.00152 0.2208
H 1.00819 -0.61657 -6.38852 0.2196
F 0.50619 3.10643 -3.82952 -0.3302
C 0.05719 3.64043 -2.64052 0.3970
C -0.36381 4.97943 -2.61452 -0.2798
C -0.65381 5.47043 -1.28952 -0.1948
C -0.75681 4.67643 -0.20852 -0.2436
C -0.40681 3.34943 -0.29452 -0.2023
C -0.03781 2.83743 -1.49352 -0.3342
H -0.37581 5.49643 -3.56152 0.2378
H -0.73381 6.57743 -1.16252 0.2190
H -1.30581 5.04643 0.72748 0.2191
H -0.47081 2.73443 0.59148 0.2227
H 0.10219 1.68143 -1.32652 0.2841
C -1.65281 -4.44957 1.95948 -0.3794
C -0.25881 -3.89057 2.20848 -0.4094
C -0.26381 -2.77157 3.07448 -0.6924
S -1.86781 -2.81357 3.90248 2.1989
O -2.69481 -1.72557 3.44348 -0.9587
O -1.51981 -2.90057 5.32748 -0.9425
C -2.28981 -4.29357 3.27948 -0.7595
H -1.54081 -5.57257 1.68448 0.2240
H -1.99381 -3.83357 1.21648 0.2135
H 0.21119 -3.67557 1.15448 0.2211
H 0.37219 -4.66457 2.59148 0.2121
H -0.40581 -1.80757 2.52048 0.2569
H 0.54419 -2.47057 3.70848 0.2855
H -3.37481 -4.47457 3.46648 0.2623
H -1.82181 -5.12157 3.69848 0.2642
C 4.14919 1.35843 1.20748 -0.4002
C 3.48519 0.64043 0.14948 -0.4557
C 2.28719 0.08043 0.73348 -0.6406
S 2.70019 -0.29857 2.41448 2.2077
O 2.93319 -1.71957 2.46748 -0.9661
O 1.72119 0.34743 3.22248 -0.9564
C 4.17119 0.56743 2.51148 -0.6837
H 3.80219 2.33343 1.55048 0.2311
H 5.18319 1.70243 0.94248 0.2243
H 3.88819 -0.24257 -0.19252 0.2162
H 3.17719 1.08843 -0.63352 0.2333
H 2.00619 -0.84757 0.36148 0.2293
H 1.22719 0.73943 0.78548 0.2748
H 4.86119 -0.11757 2.48348 0.2293
H 4.13219 1.07243 3.40848 0.2516
```

Record 2
# C23H35FN4O3

2 unconnected molecules or ions with the total composition C23H35FN4O3 (ωB97M-V/def2-TZVPD, the OMol25 dataset).

Results
LUMO = 0.38 eV
SMILES string = Cc1c(N2CC[C@](C)(O)[C@@H]2C)ccc(C#N)c1F.CNC(=O)[C@H](CC(C)C)NC(C)=O
multiplicity = 1
highest occupied orbital energy = -0.2956 hartree

Geometry as XYZ:
```
66
Properties=species:S:1:pos:R:3:nbo_charge:R:1
N 3.54283 -2.37590 8.15756 -0.3147
O 0.47774 -0.57439 -5.79634 -0.6317
O -1.74064 2.18873 -2.36068 -0.6426
F 3.52313 -1.59453 4.66829 -0.3199
C 2.77605 -2.12380 7.31674 0.2803
O -3.80437 -1.16033 1.84978 -0.7394
C 1.10898 0.46850 -5.70778 0.6738
C -1.10591 2.16185 -3.40739 0.6694
C 0.46680 -1.72560 6.65509 -0.1391
C -0.47925 -1.35385 5.70346 -0.2517
C 2.20820 -1.50541 4.99401 0.5185
C 1.81481 -1.79162 6.30969 -0.2904
C -0.11579 -1.02211 4.38926 0.2239
C 1.25781 -1.10187 4.02734 -0.1399
N -1.49149 3.02105 -4.36258 -0.6085
N -1.15002 -0.57658 3.53573 -0.4593
N 0.95630 1.34074 -4.71008 -0.6221
C 2.12209 0.82852 -6.76968 -0.7093
C 1.75627 -0.69453 2.65425 -0.6433
C -1.07539 3.15157 -5.75850 -0.4086
C -1.30094 -2.42403 1.84937 -0.6218
C 2.98401 -0.01616 -1.26228 -0.5968
C 0.97918 -1.40455 -1.70540 -0.6067
C -2.69106 0.28759 0.29957 -0.6249
C -2.25773 0.25636 4.03253 -0.2006
C -2.85764 0.84497 2.76667 -0.4286
C -1.33558 -0.91277 2.10497 -0.0344
C 1.80285 -0.21786 -2.21092 -0.2168
C -2.69352 -0.26183 1.72867 0.2619
C 0.94667 1.06442 -2.28585 -0.3908
C 0.06529 1.14844 -3.55457 -0.1372
H -4.62607 -0.72546 1.56946 0.4735
H 0.15064 -1.96032 7.66847 0.2319
H -1.52119 -1.32383 6.00047 0.2217
H -2.25965 3.60549 -4.06891 0.4085
H 1.51692 2.17586 -4.72966 0.3930
H 1.82050 1.74874 -7.26570 0.2219
H 3.10027 0.95369 -6.30917 0.2248
H 2.16748 0.01957 -7.49878 0.2483
H 1.52229 -1.46465 1.91539 0.2214
H 2.83779 -0.53610 2.63928 0.2379
H 1.29632 0.25138 2.35561 0.2204
H -0.06649 3.56144 -5.81653 0.1854
H -1.75541 3.82781 -6.27932 0.2142
H -1.11218 2.17885 -6.25369 0.2089
H -2.04250 -2.93629 2.46995 0.2287
H -0.31825 -2.83612 2.08990 0.2081
H -1.51755 -2.63412 0.79807 0.2198
H 2.62325 0.23205 -0.26409 0.2002
H 3.57826 -0.92891 -1.21479 0.2116
H 3.61624 0.79234 -1.62838 0.2028
H 1.60735 -2.29385 -1.65632 0.2130
H 0.15775 -1.60389 -2.39321 0.2120
H 0.57642 -1.19350 -0.71528 0.1976
H -3.64265 0.77805 0.07342 0.2093
H -2.53786 -0.52306 -0.41976 0.2178
H -1.88887 1.02027 0.16736 0.2235
H -1.91357 1.04834 4.70647 0.2042
H -3.00072 -0.35970 4.55031 0.1831
H -3.90275 1.13483 2.90850 0.2167
H -2.28827 1.73158 2.47001 0.2100
H -0.56273 -0.43792 1.49894 0.1940
H 2.20864 -0.46035 -3.19226 0.1995
H 0.32227 1.10876 -1.39269 0.2318
H 1.59863 1.93872 -2.26757 0.1948
H -0.43404 0.18527 -3.66647 0.2609
```

Record 3
# C23H35INO3P2Ru

A molecular structure, C23H35INO3P2Ru (ωB97M-V/def2-TZVPD, the OMol25 dataset).

Results
total charge = +2
LUMO (spin up / spin down) = -5.28 / -8.82 eV
multiplicity = 6
highest occupied orbital energy (spin up / spin down) = -0.4949 / -0.5261 hartree

Geometry as XYZ:
```
66
Properties=species:S:1:pos:R:3:nbo_charge:R:1
C 0.87784 0.66599 -5.81498 -0.8017
I 2.63189 0.71147 -4.82903 0.1372
H 0.95623 0.05047 -6.70934 0.2532
H 0.61757 1.63463 -6.18340 0.2407
H 0.18625 0.30624 -5.06364 0.2078
Ru -0.68135 0.17591 -1.08955 0.7483
P -0.16881 2.22086 -1.91292 0.9089
C -1.50787 3.20167 -1.09559 -0.9282
C 1.34199 2.56042 -0.95648 -0.9498
H 1.48157 3.64266 -0.87233 0.2571
H 0.16604 4.34267 -2.95535 0.2612
H 2.16645 2.11278 -1.51688 0.2528
H 1.05469 3.05464 -3.85323 0.2622
H -1.56694 2.93118 -0.03276 0.2643
H 1.27222 2.07400 0.02274 0.2628
C 0.11196 3.31246 -3.35386 -0.9115
H -1.30101 4.27451 -1.20053 0.2556
H -0.69981 3.25594 -4.08951 0.2605
H -2.46248 2.96154 -1.58888 0.2474
P -0.15807 -1.67306 -2.36259 0.9440
C -1.40921 -2.89892 -1.83039 -0.9339
C 0.18702 -2.28389 -4.01346 -0.9411
H 2.18720 -1.61534 -1.79836 0.2575
H 1.51174 -3.29882 -1.79961 0.2483
H 1.20967 -2.18237 -0.40184 0.2537
C 1.35093 -2.25724 -1.48993 -0.9492
H 1.12834 -1.91910 -4.40904 0.2676
H 0.25304 -3.37339 -3.93330 0.2600
H -1.05295 -3.88960 -2.12316 0.2523
H -2.35553 -2.67707 -2.33029 0.2586
H -0.59757 -2.04429 -4.72289 0.2635
H -1.56614 -2.84439 -0.75134 0.2424
C -2.33092 0.20571 -1.89838 0.3693
O -3.25609 0.21262 -2.64328 -0.4017
C 2.95641 1.65117 2.93636 -0.6510
C 2.53426 0.23246 2.66211 -0.0250
C 3.37926 -0.60897 1.93421 -0.0962
C 3.00498 -1.92338 1.65245 -0.1992
C 1.74016 -2.36645 2.01486 -0.1967
C 0.86314 -1.51384 2.70025 0.1705
N -0.44141 -1.98290 2.89768 -0.3856
C -1.67944 -1.31328 2.95450 0.1174
C -2.72756 -1.82614 3.72985 -0.1822
C -3.91203 -1.11837 3.87066 -0.1715
C -4.10921 0.10063 3.23185 -0.1495
C -3.10897 0.63280 2.42996 -0.1716
C -1.92715 -0.09525 2.27490 -0.0956
C -0.85410 0.46138 1.40158 0.7045
O -0.47347 1.64834 1.47852 -0.6096
O -0.27019 -0.44485 0.65270 -0.7165
C 1.30441 -0.24858 3.14480 0.1297
C 0.53044 0.57071 4.12590 -0.6943
H 2.21746 2.35659 2.52195 0.2383
H 3.05536 1.86760 4.01260 0.2468
H 3.93259 1.85575 2.47561 0.2361
H 4.35376 -0.22466 1.62940 0.2396
H 3.70226 -2.60217 1.15860 0.2499
H 1.39251 -3.36936 1.75088 0.2316
H -0.54377 -2.99188 2.87943 0.4240
H -2.56614 -2.77624 4.22671 0.2380
H -4.69746 -1.52843 4.49059 0.2523
H -5.03041 0.65102 3.34464 0.2481
H -3.21751 1.56577 1.86565 0.2451
H -0.00887 1.37998 3.61410 0.2655
H -0.19016 -0.02909 4.69223 0.2319
H 1.21300 1.03870 4.84788 0.2549
```

Calculated F_max (eV/A), listed in the same order as above: 6.99, 1.98, 8.91